Formula: C58H43Cl4N2O7S4W
Source: the OMol25 dataset
Level of theory: ωB97M-V/def2-TZVPD

The geometry in XYZ format:
```
119
Properties=species:S:1:pos:R:3:forces:R:3:lowdin_charge:R:1
W -0.2057 0.5637 -0.1151 2.0 0.5 -1.0 1.822
Cl -0.3071 3.0705 6.2103 0.0 0.0 -0.1 0.727
C 0.2432 2.4269 4.7180 -0.4 0.0 -0.2 -0.694
C 1.5512 1.9476 4.5975 0.2 -0.1 -0.1 -0.697
Cl 2.5828 1.9825 5.9606 0.1 0.0 0.0 0.730
C 2.0176 1.4311 3.3899 0.0 0.0 0.0 -0.595
Cl 3.6112 0.8099 3.2621 0.1 0.0 -0.2 0.764
C 1.1657 1.3737 2.2817 -0.8 0.8 1.0 -0.394
O 1.4713 0.9184 1.0907 -0.8 -0.3 -1.2 -0.200
C -0.1745 1.8240 2.4242 1.3 0.2 0.6 -0.402
O -0.9392 1.5619 1.3686 0.1 0.3 0.4 -0.267
C -0.6287 2.3498 3.6320 -0.1 0.1 -0.1 -0.597
Cl -2.2596 2.8667 3.7697 0.0 -0.1 -0.1 0.783
C -1.2542 -5.2702 6.3698 0.0 -0.1 0.0 -0.033
C -1.0141 -4.2592 5.2990 0.1 0.2 0.0 -0.248
C -0.6001 -2.9702 5.6300 -0.1 -0.1 -0.1 -0.011
C -0.5376 -1.9848 4.6639 0.0 0.2 -0.2 -0.058
C -0.8814 -2.2908 3.3531 0.3 0.6 -0.2 -0.375
C -1.2044 -3.5883 2.9860 0.0 0.0 -0.2 -0.054
C -1.2636 -4.5658 3.9611 0.0 0.1 -0.2 -0.009
S -1.0192 -0.8802 2.2589 -1.7 -2.0 2.2 1.158
O -0.3059 -1.2800 0.9610 0.7 1.0 -1.6 -0.559
C -2.7514 -1.0943 1.7787 0.1 0.5 -0.2 -0.255
C -3.6496 -1.6983 2.6771 -0.3 -0.1 0.2 -0.046
C -4.9665 -1.8404 2.3468 0.3 0.1 0.1 0.013
C -5.4361 -1.4366 1.0778 0.2 0.1 -0.2 -0.140
C -6.7820 -1.6108 0.6889 -0.1 0.0 -0.1 -0.011
C -7.2054 -1.2421 -0.5590 -0.1 -0.1 0.3 -0.050
C -6.2982 -0.6931 -1.4750 0.2 0.1 0.0 -0.043
C -4.9971 -0.4781 -1.1164 -0.2 0.0 -0.1 -0.011
C -4.5281 -0.8290 0.1687 0.0 -0.2 0.2 -0.100
C -3.1757 -0.5923 0.5678 0.1 0.0 0.7 -0.171
C -2.3703 0.2827 -0.3435 -0.3 -0.9 -0.7 -0.353
C -2.9091 1.6292 -0.5051 0.4 0.3 -0.2 -0.155
C -3.5870 2.2657 0.5485 0.0 0.3 0.1 -0.017
C -4.0298 3.5620 0.4163 0.1 -0.5 0.3 -0.019
C -3.8594 4.2456 -0.7871 0.1 -0.1 -0.4 -0.009
C -3.2831 3.6074 -1.8616 -0.2 0.1 0.0 -0.017
C -2.7873 2.3022 -1.7491 -0.1 -0.1 0.4 -0.166
C -2.2771 1.5882 -2.8865 0.1 -0.8 -0.1 -0.040
C -1.7977 0.3199 -2.7757 -0.3 0.5 -0.6 -0.082
C -1.7021 -0.3182 -1.4920 -0.8 -0.3 0.5 -0.466
S -1.6051 -2.1508 -1.3191 -0.5 0.2 -1.4 1.066
O -0.1894 -2.4210 -1.6866 -0.1 -0.8 0.0 -0.636
C -2.5154 -2.7125 -2.7804 -0.1 0.1 0.5 -0.350
C -3.7858 -3.2403 -2.6178 0.1 0.1 0.1 -0.068
C -4.4186 -3.8282 -3.6989 0.0 0.0 -0.1 -0.019
C -3.7987 -3.8922 -4.9419 0.0 0.1 0.1 -0.260
C -4.4448 -4.5829 -6.0957 0.0 -0.1 0.0 -0.038
C -2.5287 -3.3414 -5.0883 0.1 0.1 0.2 -0.018
C -1.8826 -2.7700 -4.0114 0.2 0.1 0.0 -0.078
H -0.6036 -5.0973 7.2231 0.0 -0.1 0.1 0.087
H -1.1174 -6.2825 5.9987 0.0 -0.1 0.0 0.085
H -2.2870 -5.1770 6.7122 0.0 -0.1 0.1 0.098
H -0.3482 -2.7328 6.6525 0.0 0.0 0.1 0.125
H -0.2528 -0.9734 4.9138 0.0 0.1 0.1 0.112
H -1.4266 -3.8102 1.9536 -0.1 -0.1 -0.1 0.126
H -1.5336 -5.5747 3.6851 0.0 -0.1 0.0 0.124
H -3.2968 -2.0249 3.6417 0.0 -0.1 0.1 0.114
H -5.6557 -2.2701 3.0586 -0.1 -0.1 0.0 0.126
H -7.4761 -2.0381 1.3973 -0.1 -0.1 0.1 0.120
H -8.2374 -1.3698 -0.8475 -0.1 -0.1 0.0 0.113
H -6.6337 -0.4317 -2.4674 0.0 0.0 -0.1 0.116
H -4.3305 -0.0455 -1.8414 0.1 0.1 -0.1 0.113
H -3.7483 1.7319 1.4744 0.1 0.0 0.0 0.106
H -4.5111 4.0519 1.2487 -0.1 0.0 0.1 0.119
H -4.1994 5.2656 -0.8807 0.0 0.1 0.0 0.128
H -3.2018 4.1162 -2.8093 0.0 0.1 -0.1 0.124
H -2.3406 2.0603 -3.8545 0.0 0.1 -0.2 0.129
H -1.5025 -0.2351 -3.6550 0.1 0.1 -0.1 0.112
H -4.2628 -3.2139 -1.6493 -0.1 0.0 0.1 0.108
H -5.3970 -4.2642 -3.5710 -0.1 0.0 0.0 0.118
H -5.4917 -4.7850 -5.8946 -0.1 0.0 -0.1 0.081
H -3.9409 -5.5315 -6.2743 0.0 -0.1 -0.1 0.093
H -4.3544 -3.9879 -7.0011 -0.1 0.0 -0.1 0.087
H -2.0359 -3.3848 -6.0476 0.1 0.0 -0.1 0.121
H -0.8710 -2.4014 -4.0960 0.1 0.0 -0.1 0.086
N 1.3221 -0.2457 -1.2908 -0.1 0.1 1.2 -0.419
S 1.9857 -1.5526 -2.0200 1.4 0.5 -0.9 1.199
C 3.6841 -1.5025 -1.3805 -0.2 0.0 0.2 -0.371
C 3.9634 -0.8811 -0.1747 -0.3 0.0 0.1 -0.078
C 5.2828 -0.7575 0.2308 0.1 0.0 0.0 -0.054
C 6.3019 -1.2854 -0.5420 0.0 0.0 0.1 -0.053
C 6.0036 -1.9888 -1.6984 -0.1 0.0 0.0 -0.050
C 4.6918 -2.0941 -2.1269 0.0 -0.1 -0.1 -0.076
C 2.4049 -0.8016 -3.6340 -0.3 -0.2 0.1 -0.364
C 3.1263 0.3817 -3.6857 0.0 0.1 0.1 -0.083
C 3.3897 0.9739 -4.9088 0.0 0.0 0.2 -0.047
C 2.9272 0.3877 -6.0777 0.0 -0.1 0.0 -0.052
C 2.1982 -0.7892 -6.0211 0.1 0.1 -0.1 -0.056
C 1.9362 -1.3885 -4.7977 -0.1 -0.2 0.3 -0.077
H 2.1197 0.3438 -1.0412 -0.1 0.0 0.0 0.004
H 3.1727 -0.4988 0.4579 0.0 0.1 0.0 0.076
H 5.5023 -0.2385 1.1495 0.0 0.0 0.1 0.091
H 7.3287 -1.1523 -0.2426 0.1 0.0 0.1 0.114
H 6.7962 -2.4401 -2.2728 0.1 0.0 -0.1 0.115
H 4.4587 -2.6219 -3.0383 0.0 0.0 -0.2 0.118
H 3.5024 0.8312 -2.7773 0.1 0.1 0.1 0.115
H 3.9580 1.8909 -4.9452 0.1 0.1 0.0 0.118
H 3.1508 0.8411 -7.0313 0.0 0.1 -0.1 0.116
H 1.8315 -1.2408 -6.9301 0.0 -0.1 -0.1 0.114
H 1.3784 -2.3107 -4.7473 -0.1 -0.1 0.0 0.105
N 0.3896 2.2693 -1.6898 -0.1 -0.3 0.6 0.030
C 0.0928 3.6264 -1.2485 0.2 0.6 0.2 -0.305
C -0.4133 4.5774 -2.1242 0.1 0.0 0.1 -0.048
C -0.5732 5.8859 -1.6923 -0.1 -0.7 -0.1 -0.041
C -0.2237 6.2061 -0.4008 0.1 1.5 0.5 -0.228
C 0.2826 5.2736 0.4765 -0.1 -0.6 0.0 -0.024
C 0.4515 3.9677 0.0480 0.0 0.0 -0.1 -0.030
S -0.0981 7.9944 0.0410 0.1 -1.9 -0.7 0.404
O -0.0760 7.9786 1.4825 -0.1 0.3 0.4 -0.347
O -1.2604 8.5678 -0.5950 -0.2 0.4 0.0 -0.347
O 1.1769 8.2225 -0.6140 0.0 0.6 0.1 -0.336
H 1.4126 2.2258 -1.7866 -0.5 -0.2 0.0 0.111
H 0.0056 2.1506 -2.6390 0.1 -0.3 0.6 0.099
H -0.6515 4.3111 -3.1427 0.0 -0.1 -0.2 0.111
H -0.9459 6.6606 -2.3417 0.0 0.1 -0.1 0.123
H 0.5519 5.5863 1.4714 0.1 0.1 0.2 0.117
H 0.9166 3.2267 0.6881 0.0 0.1 0.0 0.086
```
Forces are in eV/Å.

Its spin multiplicity is 1. As for the HOMO energy (alpha / beta): -9.18 / -9.18 eV. Its total energy is -173404.42368 eV. The charge is +1.